# 1
The following is a quantum chemistry calculation of an isolated molecule of C22H26N4O2 at a distorted geometry, from the OMol25 dataset.

Molar mass in g mol⁻¹: 378.5
Lowest unoccupied orbital energy in hartree: 0.019
HOMO-LUMO gap in eV: 8.11
Energy above the lowest of the compared OMol25 structures with the same formula, charge and spin in kJ/mol: 116.08
SMILES: Cc1ncc(CN2CCC[C@@H](C(=O)Nc3ccc(-c4ccco4)cc3)C2)n1C
Multiplicity: 1

Element x y z (Å)
C -5.660 -3.801 0.807
C -5.236 -2.605 0.039
N -4.897 -2.603 -1.225
C -4.581 -1.318 -1.530
C -4.736 -0.520 -0.430
N -5.151 -1.358 0.578
C -5.441 -0.971 1.929
H -6.500 -0.717 2.043
H -4.833 -0.105 2.185
H -5.205 -1.791 2.606
C -4.538 0.943 -0.239
N -3.496 1.204 0.750
C -2.183 0.733 0.357
C -1.494 1.636 -0.687
C -0.134 1.084 -1.094
O 0.096 0.724 -2.227
N 0.767 1.041 -0.071
C 2.093 0.604 -0.081
C 2.726 0.114 -1.221
C 4.041 -0.297 -1.158
C 4.762 -0.233 0.035
C 4.120 0.258 1.174
C 2.807 0.670 1.116
H 2.324 1.049 2.007
H 4.663 0.313 2.105
C 6.144 -0.664 0.105
C 6.990 -1.173 -0.850
C 8.223 -1.413 -0.206
C 8.046 -1.037 1.090
O 6.799 -0.584 1.288
H 8.706 -1.042 1.936
H 9.114 -1.810 -0.646
H 6.766 -1.355 -1.881
H 4.516 -0.674 -2.049
H 2.180 0.059 -2.147
H 0.448 1.366 0.830
C -1.418 3.074 -0.161
C -2.821 3.550 0.211
C -3.443 2.576 1.217
H -4.456 2.894 1.476
H -2.844 2.580 2.136
H -2.778 4.548 0.649
H -3.443 3.602 -0.684
H -0.782 3.125 0.728
H -0.983 3.725 -0.922
H -2.098 1.629 -1.600
H -2.286 -0.279 -0.041
H -1.576 0.682 1.269
H -5.462 1.395 0.141
H -4.327 1.387 -1.223
H -4.266 -1.048 -2.517
H -4.963 -4.010 1.619
H -5.680 -4.652 0.134
H -6.653 -3.657 1.232

=====

# 2
The following is a quantum chemistry calculation of a structure of composition C23H21Cl2N4O2PRhSSe2, from the OMol25 dataset.

Molar mass in g mol⁻¹: 780.2
Lowest unoccupied orbital energy in hartree: -0.160
HOMO-LUMO gap in eV: 5.89
Energy above the lowest of the compared OMol25 structures with the same formula, charge and spin in kJ/mol: 35.30
Multiplicity: 1
Charge: +1

Element x y z (Å)
Rh 1.713 -0.268 -1.285
Se -0.390 -1.280 -1.941
P -1.393 0.664 -1.709
Se 0.477 1.762 -1.367
C -2.241 1.164 -3.211
C -2.402 2.519 -3.485
C -3.105 2.908 -4.614
C -3.652 1.948 -5.455
C -3.495 0.598 -5.176
C -2.783 0.200 -4.055
C -2.582 0.822 -0.380
C -2.415 1.778 0.614
C -3.383 1.908 1.597
C -4.496 1.081 1.589
C -4.653 0.119 0.598
C -3.697 -0.011 -0.394
H -1.977 3.269 -2.827
H -3.227 3.959 -4.836
H -4.202 2.255 -6.335
H -3.918 -0.147 -5.837
H -2.632 -0.854 -3.853
H -1.522 2.389 0.647
H -3.258 2.645 2.379
H -5.244 1.179 2.364
H -5.517 -0.530 0.602
H -3.815 -0.764 -1.164
N 1.865 -3.999 6.137
C 1.579 -3.119 5.139
C 0.957 -3.560 3.959
C 0.660 -2.668 2.954
C 0.985 -1.322 3.106
C 1.604 -0.869 4.266
C 1.895 -1.759 5.275
S 0.578 -0.204 1.841
O 0.704 1.140 2.323
O -0.627 -0.636 1.198
N 1.763 -0.463 0.679
C 3.045 0.011 0.854
N 3.557 0.283 -0.371
C 4.805 0.724 -0.450
C 5.555 0.893 0.699
C 4.931 0.599 1.903
N 3.676 0.158 1.997
H 1.632 -4.970 6.053
H 2.294 -3.692 6.989
H 0.699 -4.606 3.850
H 0.161 -3.003 2.054
H 1.846 0.179 4.365
H 2.367 -1.410 6.185
H 5.193 0.944 -1.437
H 6.573 1.247 0.659
H 5.458 0.722 2.842
Cl 2.810 -0.374 -3.655
C 2.034 -0.039 -5.248
Cl 0.718 1.101 -5.144
H 1.673 -0.991 -5.618
H 2.821 0.370 -5.869